An isolated ion of composition C3H8ClNO2P and charge -1 in a non-equilibrium geometry. Source: the Open Molecules 2025 dataset; level of theory: the ωB97M-V functional and the def2-TZVPD basis.

CARTESIAN COORDINATES (ANGSTROEM)
C1 0.30 1.07 -1.29
N1 0.43 0.14 -0.14
C2 1.65 -0.09 0.50
O1 2.62 -0.96 -0.09
P1 -0.70 -1.24 0.10
O2 -1.47 -1.58 -1.22
C3 -1.93 -0.25 1.20
Cl1 -3.09 0.75 0.30
H1 0.85 0.93 -2.17
H2 -0.74 0.96 -1.74
H3 0.31 2.14 -1.11
H4 1.35 -0.59 1.50
H5 2.15 1.00 0.64
H6 2.14 -1.70 -0.31
H7 -2.58 -0.85 1.84
H8 -1.28 0.26 2.00

* Kohn-Sham gap: 6.806 eV
* M: 156.53 g/mol
* SMILES string: CN(CO)P([O-])CCl
* net charge: -1
* highest occupied orbital energy: -3.1 eV